1.
ORCA calculation (wB97M-V/def2-TZVPD) on a gas-phase ion, C4H12N2S (charge +1) at a distorted geometry.

The geometry in XYZ format:
```
19
Properties=species:S:1:pos:R:3
C -1.48 1.61 -1.16
N -1.69 0.35 -0.22
C -0.40 -0.25 0.35
C 0.26 -1.07 -0.79
S 1.55 -2.34 -0.16
C 0.71 0.64 0.85
N 1.39 -0.02 1.95
H -0.92 2.41 -0.75
H -1.06 1.19 -2.13
H -2.47 2.03 -1.40
H -2.00 -0.42 -0.81
H -0.54 -1.16 1.23
H -0.49 -1.74 -1.25
H 0.81 -0.54 -1.59
H 0.87 -2.68 0.87
H 0.11 1.49 1.19
H 1.35 1.01 -0.04
H 1.73 -0.95 1.72
H 2.27 0.46 2.15
```

Calculated values
<S²> = 0.76
Spin multiplicity = 2
Charge = +1
Gap between HOMO and LUMO (alpha / beta) = 10.2 / 4.5 eV
E_LUMO (alpha / beta) = -3.3 / -8.8 eV

Mulliken charges in e: -0.803 -0.426 0.210 -0.966 0.019 -0.545 -0.333 0.333 0.284 0.314 0.352 0.264 0.471 0.458 0.225 0.345 0.340 0.147 0.312

---

2.
ORCA calculation (wB97M-V/def2-TZVPD) on C6H11N in the gas phase at a distorted geometry.

The geometry in XYZ format:
```
18
Properties=species:S:1:pos:R:3
C 2.15 -0.08 0.23
C 1.02 0.55 -0.13
C 0.14 -0.11 -1.12
C -0.95 -0.81 -0.79
C -2.00 -1.18 -1.84
N 0.35 1.51 0.74
C 0.15 1.02 2.15
H 2.35 -1.05 -0.20
H 2.88 0.23 0.98
H 0.29 0.16 -2.18
H -1.04 -1.23 0.21
H -2.76 -1.78 -1.38
H -1.62 -1.76 -2.69
H -2.38 -0.26 -2.37
H 1.06 2.23 0.87
H 1.11 0.78 2.65
H -0.36 1.70 2.83
H -0.40 0.07 2.03
```

Calculated values
SMILES = C=C(/C=C/C)NC
Charge = 0
Gap between HOMO and LUMO = 10.2 eV
E_LUMO = 1.1 eV

Mulliken charges in e: -0.845 0.307 -0.427 0.101 -1.180 -0.398 -0.640 0.263 0.314 0.260 0.268 0.332 0.313 0.267 0.319 0.268 0.286 0.193

---

3.
ORCA calculation (wB97M-V/def2-TZVPD) on a molecular structure, C39H51AsN4O9SSr.

The geometry in XYZ format:
```
106
Properties=species:S:1:pos:R:3
Sr -1.04 0.69 0.09
O -3.17 -3.14 -1.21
C -2.50 -2.09 -1.14
O -1.99 -1.59 -0.09
C -2.26 -1.29 -2.43
N -2.60 0.13 -2.28
C -4.03 0.34 -2.10
C -4.56 0.09 -0.69
N -3.89 0.87 0.35
C -4.31 2.26 0.31
C -3.43 3.22 1.11
N -2.07 3.32 0.58
C -2.02 4.21 -0.57
C -0.86 3.97 -1.54
N -0.80 2.61 -2.08
C -1.86 2.38 -3.05
C -2.09 0.92 -3.40
C 0.52 2.33 -2.65
C 0.88 0.82 -2.69
O 1.52 0.41 -3.67
O 0.51 0.17 -1.67
C -1.12 3.72 1.63
C 0.35 3.50 1.21
O 1.11 4.49 1.22
O 0.63 2.31 0.89
C -4.13 0.27 1.67
C -3.10 0.66 2.76
O -3.55 0.92 3.88
O -1.89 0.64 2.38
H -2.83 -1.74 -3.25
H -1.19 -1.35 -2.65
H -4.60 -0.31 -2.78
H -4.27 1.37 -2.40
H -4.46 -0.96 -0.45
H -5.64 0.31 -0.71
H -5.35 2.36 0.68
H -4.32 2.59 -0.74
H -3.38 2.90 2.14
H -3.93 4.21 1.11
H -1.95 5.26 -0.24
H -2.96 4.13 -1.11
H 0.08 4.18 -1.03
H -0.95 4.71 -2.35
H -1.64 2.93 -3.99
H -2.79 2.80 -2.66
H -1.16 0.47 -3.75
H -2.79 0.88 -4.26
H 1.27 2.79 -2.00
H 0.63 2.75 -3.65
H -1.31 3.09 2.49
H -1.27 4.78 1.90
H -4.03 -0.82 1.56
H -5.14 0.49 2.03
C 5.33 2.99 2.54
As 3.48 2.39 2.11
C 3.89 0.46 2.22
C 3.55 2.55 0.14
C 4.71 1.93 -0.56
C 4.62 0.63 -1.07
C 5.70 0.03 -1.70
C 6.91 0.70 -1.83
C 7.01 2.00 -1.33
C 5.93 2.60 -0.71
H 6.09 2.44 1.99
H 5.48 2.84 3.61
H 5.43 4.06 2.33
H 4.86 0.22 1.78
H 3.10 -0.07 1.69
H 3.87 0.15 3.27
H 3.45 3.62 -0.06
H 2.61 2.08 -0.16
H 3.67 0.11 -1.01
H 5.59 -0.97 -2.10
H 7.75 0.23 -2.32
H 7.94 2.54 -1.44
H 6.02 3.61 -0.33
O 0.67 -0.81 1.22
S 0.91 -1.71 2.38
C -0.74 -2.41 2.83
C -1.00 -3.88 2.65
C -0.50 -4.82 3.55
C -0.75 -6.17 3.38
C -1.54 -6.60 2.32
C -2.07 -5.67 1.43
C -1.80 -4.31 1.59
C 1.81 -3.12 1.64
C 1.32 -3.52 0.28
C 1.30 -2.60 -0.77
C 0.81 -2.97 -2.01
C 0.37 -4.27 -2.23
C 0.40 -5.19 -1.20
C 0.87 -4.82 0.06
H -1.42 -1.80 2.23
H -0.85 -2.12 3.88
H 0.10 -4.48 4.39
H -0.35 -6.89 4.08
H -1.75 -7.65 2.19
H -2.69 -5.98 0.60
H -2.21 -3.59 0.89
H 1.78 -3.94 2.36
H 2.83 -2.73 1.60
H 1.60 -1.58 -0.60
H 0.77 -2.21 -2.79
H -0.03 -4.55 -3.20
H 0.03 -6.20 -1.35
H 0.85 -5.53 0.87
```

Calculated values
Charge = -2
Gap between HOMO and LUMO = 7.4 eV
E_LUMO = 4.1 eV

Here are the Mulliken charges for atoms 1 to 99, given in e: -0.121 -0.863 0.366 1.020 -0.908 1.634 -1.436 -1.802 1.644 -1.280 -1.469 1.501 -1.497 -1.427 1.829 -1.322 -1.442 -1.162 0.411 -0.895 0.723 -1.144 -0.149 -0.821 0.784 -0.595 0.013 -0.924 -0.487 0.125 -0.334 0.364 0.714 0.467 0.363 0.371 0.568 0.518 0.362 0.388 0.659 0.318 0.307 0.356 0.589 0.453 0.398 0.258 -0.007 0.419 0.088 0.384 0.139 -1.343 0.360 -0.719 0.787 0.231 -0.028 -0.912 -0.396 -0.689 -0.285 0.342 0.404 0.337 0.421 -0.374 0.518 0.778 -1.837 0.609 0.421 0.358 0.358 0.381 -0.383 0.126 1.294 -0.046 -0.166 -0.687 -0.446 -0.859 0.101 -1.093 0.143 1.110 -0.810 -0.486 -0.756 -0.456 -1.686 0.834 0.469 0.349 0.371 0.489 0.101

---

4.
ORCA calculation (wB97M-V/def2-TZVPD) on a molecular structure, C19H13N5O3Se3Te2Y.

The geometry in XYZ format:
```
46
Properties=species:S:1:pos:R:3
Y -0.52 1.27 -0.91
O 2.48 -2.26 -0.95
C 2.56 -2.57 0.37
C 3.31 -3.69 0.72
C 3.44 -4.06 2.05
C 2.82 -3.32 3.05
C 2.08 -2.20 2.70
C 1.93 -1.80 1.37
C 1.11 -0.60 1.05
O 0.97 -0.31 -0.22
N 0.57 0.07 2.01
N -0.19 1.14 1.49
C -0.72 1.84 2.43
C -1.55 3.01 2.30
C -2.08 3.57 3.47
C -2.87 4.70 3.43
C -3.11 5.30 2.19
C -2.59 4.78 1.03
C -1.79 3.62 1.04
O -1.30 3.14 -0.04
H 1.93 -1.43 -0.97
H 3.78 -4.25 -0.08
H 4.03 -4.93 2.30
H 2.92 -3.60 4.09
H 1.59 -1.61 3.46
H -0.51 1.51 3.45
H -1.87 3.08 4.42
H -3.28 5.12 4.34
H -3.73 6.19 2.14
H -2.78 5.24 0.07
Se -3.23 0.47 -0.82
Te -3.47 2.38 -2.47
Te -1.07 2.54 -3.86
Se 0.80 3.33 -2.38
Se 2.84 -0.66 -4.11
N 2.16 -2.26 -4.50
C 0.95 -2.26 -3.99
C 0.01 -3.34 -4.04
C -1.19 -3.15 -3.44
C -1.49 -1.92 -2.75
N -0.68 -0.91 -2.68
C 0.52 -1.06 -3.31
N 1.39 -0.08 -3.27
H 0.28 -4.26 -4.54
H -1.95 -3.92 -3.43
H -2.44 -1.80 -2.24
```

Calculated values
Charge = -1
Gap between HOMO and LUMO = 5.2 eV
E_LUMO = 0.9 eV

Mulliken charges in e: 0.934 -0.611 0.023 -0.650 -0.307 -0.765 -0.451 0.268 1.158 -1.072 -0.824 0.421 -0.240 0.516 -0.675 -0.698 -0.341 -0.618 0.122 0.145 0.508 0.409 0.358 0.378 0.425 0.296 0.316 0.372 0.351 0.405 -0.662 -0.079 -0.134 -0.588 0.225 -0.825 0.740 -0.590 -0.704 -0.082 0.396 0.283 -0.200 0.453 0.373 0.239

---

The records above yield relative energy (zero: lowest compared OMol25 entry of this formula, charge and spin) values of 3.491, 2.560, 0.000, 0.561 eV, respectively.